1.
Computed, not measured: an isolated molecule of C3H7NOS in a non-equilibrium geometry, with the ωB97M-V functional and the def2-TZVPD basis.

The geometry in ORCA input format:
```
! wB97M-V def2-TZVPD RIJCOSX def2/J DEFGRID3
* xyz 0 1
C 1.622 0.574 -0.402
C 0.284 0.872 0.222
C -2.511 -1.023 -0.157
H 2.232 -0.865 1.351
H 1.583 0.563 -1.488
H 2.408 1.276 -0.132
H -0.111 1.834 -0.156
H 0.262 0.914 1.312
H -3.543 -1.063 0.132
H -2.048 -1.833 -0.733
N -1.821 -0.035 0.246
O -0.566 -0.158 -0.228
S 2.210 -1.056 0.033
*
```

**Gap between HOMO and LUMO**: 0.365 Ha
**E_HOMO**: -0.3289 Eh
**E_LUMO**: 0.97 eV

Here are the natural (NBO) charges for atoms 1 to 8, given in e:
1. C -0.55
2. C -0.08
3. C -0.15
4. H 0.11
5. H 0.23
6. H 0.23
7. H 0.18
8. H 0.19

2.
Computed, not measured: a structure of composition C3H7NOS in a non-equilibrium geometry, with the ωB97M-V functional and the def2-TZVPD basis.

The geometry in ORCA input format:
```
! wB97M-V def2-TZVPD RIJCOSX def2/J DEFGRID3
* xyz 0 1
C 0.022 -0.621 1.536
C 1.302 -0.199 1.374
C -0.706 -1.081 0.393
N -1.455 1.812 -0.242
O -3.155 -0.107 -0.614
S -1.909 0.459 -0.106
H -0.468 -0.641 2.553
H 2.089 2.003 -4.015
H 1.910 0.126 2.174
H 1.562 0.025 0.397
H -0.065 -1.276 -0.460
H -1.446 -1.954 0.504
H 2.319 1.453 -3.494
*
```

**Gap between HOMO and LUMO**: 0.346 Ha
**E_HOMO**: -0.3685 Eh
**E_LUMO**: -0.62 eV

Here are the natural (NBO) charges for atoms 1 to 8, given in e:
1. C -0.25
2. C -0.31
3. C -0.54
4. N -0.83
5. O -0.89
6. S 1.68
7. H 0.22
8. H 0.01

3.
Computed, not measured: an isolated molecule of C3H7NOS in a non-equilibrium geometry, with the ωB97M-V functional and the def2-TZVPD basis.

The geometry in ORCA input format:
```
! wB97M-V def2-TZVPD RIJCOSX def2/J DEFGRID3
* xyz 0 1
C 1.658 1.042 0.271
C -1.754 -0.951 -0.815
C 0.250 0.565 0.159
N 0.695 -1.655 0.238
O 1.893 -1.787 0.276
S 0.003 -0.545 -1.159
H 2.193 0.076 0.645
H 2.065 1.387 -0.645
H 1.830 1.791 1.052
H -2.305 -1.569 -1.498
H -2.376 -0.024 -0.648
H -1.657 -1.780 -0.055
H -0.591 0.688 0.704
*
```

**Gap between HOMO and LUMO (spin up / spin down)**: 0.293 / 0.296 Ha
**E_HOMO (spin up / spin down)**: -0.2731 / -0.2705 Eh
**E_LUMO (spin up / spin down)**: 0.55 / 0.70 eV

Here are the natural (NBO) charges for atoms 1 to 8, given in e:
1. C -0.68
2. C -0.79
3. C -0.44
4. N -0.06
5. O -0.37
6. S 0.68
7. H 0.23
8. H 0.22

4.
Computed, not measured: an isolated molecule of C3H7NOS in a non-equilibrium geometry, with the ωB97M-V functional and the def2-TZVPD basis.

The geometry in ORCA input format:
```
! wB97M-V def2-TZVPD RIJCOSX def2/J DEFGRID3
* xyz 0 1
C 0.712 -0.230 1.268
C 0.124 0.155 -0.080
C 0.869 -0.987 -1.265
N -1.325 0.705 0.398
O 1.165 -2.083 -0.940
S -2.368 0.937 -0.970
H 0.426 0.523 2.003
H 1.794 -0.298 1.244
H 0.555 1.086 -0.454
H 1.142 -0.485 -2.194
H -1.777 -0.027 0.939
H -1.623 1.892 -1.537
H 0.303 -1.188 1.588
*
```

**Gap between HOMO and LUMO**: 0.337 Ha
**E_HOMO**: -0.3143 Eh
**E_LUMO**: 0.61 eV

Here are the natural (NBO) charges for atoms 1 to 8, given in e:
1. C -0.65
2. C -0.14
3. C 0.46
4. N -0.73
5. O -0.49
6. S 0.13
7. H 0.22
8. H 0.22

5.
Computed, not measured: a cluster of 2 separate species, C3H7NOS in total in a non-equilibrium geometry, with the ωB97M-V functional and the def2-TZVPD basis.

The geometry in ORCA input format:
```
! wB97M-V def2-TZVPD RIJCOSX def2/J DEFGRID3
* xyz 0 1
C 1.805 -0.845 0.886
C -1.326 -0.255 0.256
C -0.998 0.664 -0.919
N 1.465 -1.419 -0.130
O 1.225 1.547 -0.274
S 0.817 0.669 -1.376
H 2.265 -1.058 1.782
H 1.669 0.307 0.857
H -2.332 0.064 0.729
H -1.360 -1.312 -0.094
H -0.570 -0.182 1.007
H -1.212 1.692 -0.946
H -1.448 0.128 -1.776
*
```

**Gap between HOMO and LUMO (spin up / spin down)**: 0.314 / 0.309 Ha
**E_HOMO (spin up / spin down)**: -0.3335 / -0.3208 Eh
**E_LUMO (spin up / spin down)**: -0.54 / -0.33 eV

Here are the natural (NBO) charges for atoms 1 to 8, given in e:
1. C -0.20
2. C -0.62
3. C -0.56
4. N -0.33
5. O -0.88
6. S 1.05
7. H 0.21
8. H 0.23

6.
Computed, not measured: an isolated molecule of C3H7NOS in a non-equilibrium geometry, with the ωB97M-V functional and the def2-TZVPD basis.

The geometry in ORCA input format:
```
! wB97M-V def2-TZVPD RIJCOSX def2/J DEFGRID3
* xyz 0 1
C 0.180 2.133 -1.067
C 0.113 -0.166 -0.349
C -0.083 -0.850 0.984
H -0.577 1.893 -1.828
H 1.185 2.105 -1.515
H -0.023 3.053 -0.523
H 0.895 -0.693 1.512
H -0.807 -0.199 1.459
H 0.080 -2.796 0.442
H -0.705 -2.579 1.824
N -0.601 -2.211 0.889
O 0.051 1.145 -0.059
S 0.293 -0.837 -1.770
*
```

**Gap between HOMO and LUMO**: 0.354 Ha
**E_HOMO**: -0.3270 Eh
**E_LUMO**: 0.75 eV

Here are the natural (NBO) charges for atoms 1 to 8, given in e:
1. C -0.26
2. C 0.21
3. C -0.30
4. H 0.20
5. H 0.20
6. H 0.20
7. H 0.19
8. H 0.22